Computed, not measured: C51H45BF4O3S5Se2Tl as an isolated structure, with wB97M-V/def2-TZVPD.

Each line ends with the Mulliken charge.
Atoms and positions in Å:
C -1.41282 -6.34213 -1.11374  -1.02
H 0.98892 0.39135 -8.50695  0.41
H -1.18092 -6.37818 -2.17768  0.38
H 5.08370 -0.60952 -1.34966  0.59
C -1.80685 1.90645 -0.52509  -0.10
C 2.98720 2.03897 -3.16996  1.30
C -2.44831 4.18049 -0.15492  -0.95
H -2.42016 -4.90496 6.01866  0.54
C -2.61069 -4.18175 5.24232  -0.54
C -1.47131 0.83374 -4.65640  -1.34
C 2.27993 -5.08753 0.69561  -0.68
C -0.28278 0.76462 -2.55338  0.63
B 1.47049 -2.18722 4.41143  0.18
C -5.31368 -0.11114 2.70155  -0.53
H -1.12127 -3.13411 -2.02052  -0.16
H 6.23555 1.14565 -2.61813  0.46
S -2.24513 -2.53529 5.51072  -0.06
C -4.84008 4.80366 0.34292  -1.55
H -3.35650 0.44600 -0.44619  0.49
H -1.98404 -7.23464 -0.86092  0.44
C 2.11771 0.07806 -6.68886  -0.79
C -4.10002 2.44595 -0.11757  -0.97
H 6.09628 3.32048 -3.77286  0.46
S -4.97630 0.35260 5.19070  -0.04
H -5.12609 -0.41013 1.67955  0.60
C -3.14099 -4.39264 4.00711  -0.81
H -0.42773 3.55442 -0.53074  0.49
C 0.21312 1.48514 3.91139  -0.95
C 3.08862 0.05333 -1.83492  -0.01
H 1.15907 3.08912 -3.67449  0.44
S -2.33244 2.05906 3.64404  -0.08
H -5.12876 2.13050 0.01043  0.36
H 2.96848 3.18593 1.85827  0.45
H 0.06356 -0.28539 2.70261  -1.13
C -1.45975 3.24263 -0.40863  -0.91
C -6.51474 0.66768 4.51353  -0.56
H 0.41259 -7.21006 -0.38717  0.46
C -0.37469 0.15652 3.60403  2.14
C -2.01578 -3.68172 -2.31025  -0.55
C -3.26490 -3.18845 3.26679  -0.82
C 2.79561 1.29635 0.88069  -0.06
H 5.61700 3.50117 2.98849  0.33
H 1.98772 1.61493 0.23339  0.47
C -0.20636 0.65634 -6.76512  -0.99
C 4.51223 0.14830 -1.87497  -0.80
H 3.00483 -0.15195 -4.78361  0.45
C 4.32310 -0.41319 1.61740  -0.72
C 4.39300 2.15621 -3.15983  0.96
C -2.96790 -0.68390 3.50199  0.38
H -0.40376 -6.16566 0.79470  0.33
H -1.12266 0.84660 -7.31024  0.46
H 5.66655 0.14846 3.18925  0.38
C 2.31747 0.87621 -2.61453  1.11
H -7.30748 1.04301 5.13993  0.49
H -1.81340 -4.29343 -3.18619  0.50
F 2.12779 -1.05485 4.29932  -0.06
C -3.77775 3.79708 -0.00053  0.87
H -5.01640 4.79937 1.42097  0.27
C -3.12242 1.49965 -0.37112  0.21
Se 1.01513 -4.80558 -0.75627  0.03
H -4.54716 5.81138 0.05349  0.40
C 2.24043 3.12050 -3.70381  -1.06
C -2.79729 -2.09840 3.94529  -0.07
Se -2.65952 -4.84446 -0.87860  0.07
H -7.43250 0.51531 2.56906  0.44
F 1.39412 -2.82023 5.55693  -0.23
C -0.16162 -6.29121 -0.26090  -0.52
C 0.93939 0.49056 -4.60880  0.99
H -5.78382 4.55914 -0.14330  0.39
C 0.95763 0.39252 -7.42570  -0.68
C -0.66460 2.48023 3.94616  -0.46
F 0.91475 -2.72465 3.32843  0.03
H -3.70689 -3.13029 2.28032  0.77
C 4.86312 0.47462 2.54057  -0.83
O -2.39536 -0.31447 2.23483  -0.07
O 1.30799 -1.39669 -0.24273  0.51
Tl -0.90737 -2.60276 0.98702  0.93
H 3.03519 -4.30880 0.62559  0.12
H -2.38959 0.95389 -5.21772  0.45
S -0.52297 0.67592 -0.76143  1.61
C -6.55591 0.38000 3.18503  -0.67
C 3.34367 2.17082 1.79757  -1.05
C 0.93736 0.67069 -3.17201  -1.34
C -1.88018 0.32481 3.38553  0.79
H 1.76419 -5.01796 1.65126  0.18
H 5.70366 2.28522 4.26563  0.40
C 2.86157 4.20894 -4.24829  -0.72
C 4.39989 1.78065 2.62728  0.91
H -2.18297 5.22744 -0.07121  0.41
C 2.10807 0.12139 -5.32425  -0.50
H 2.74436 -6.06354 0.58332  0.43
H -0.44115 3.51798 4.14913  0.47
F -0.09425 -0.75089 4.64729  -0.41
H -2.43147 0.84384 -2.77826  0.48
H 4.74578 5.12902 -4.77319  0.41
H 1.27555 1.58622 4.08011  0.64
C 4.26723 4.27870 -4.30626  -0.71
H 4.70897 -1.42346 1.54374  0.47
H 3.02321 -0.20451 -7.20933  0.45
H -3.45026 -5.36078 3.64203  0.50
H 4.28066 3.32606 4.11845  0.36
C 5.15498 1.12396 -2.55946  -1.50
O -1.26121 -0.63573 -0.65550  -0.54
C 5.01426 3.27513 -3.76126  -0.95
C -1.48801 0.80354 -3.30115  -1.15
C -0.24840 0.66884 -5.35049  1.00
C 5.03608 2.77410 3.55881  -1.60
C -4.36176 -0.17121 3.67433  -0.47
C 3.30665 0.00720 0.78035  0.69
S 2.75236 -1.13258 -0.49845  -0.43
H -2.81497 -2.98070 -2.53788  0.32
H 2.26733 5.02209 -4.64390  0.46

Computed properties:
Net charge   +1
HOMO-LUMO gap   8.051 eV
Calculated total energy   -260866.2671 eV